Record 1
Formula: C27H32N5O8OsS
Source: the OMol25 dataset
Level of theory: wB97M-V/def2-TZVPD

Geometry (Å):
Os (0.11, -0.07, 0.35)
C (-2.58, -2.66, 3.99)
O (-2.59, -3.46, 2.80)
C (-3.84, -3.73, 2.32)
C (-4.47, -4.93, 2.60)
C (-5.72, -5.20, 2.08)
C (-6.35, -4.28, 1.26)
C (-5.72, -3.08, 0.95)
C (-4.46, -2.80, 1.48)
N (-3.81, -1.57, 1.22)
C (-2.57, -1.49, 0.67)
N (-2.10, -2.55, 0.04)
C (-0.83, -2.84, -0.49)
C (0.22, -1.93, -0.51)
C (1.39, -2.36, -1.17)
C (1.51, -3.63, -1.70)
C (0.44, -4.53, -1.64)
C (-0.73, -4.13, -1.04)
O (-1.86, -4.89, -0.93)
C (-1.81, -6.22, -1.43)
N (-1.84, -0.38, 0.82)
C (-2.27, 0.71, 1.56)
C (-0.55, 2.16, 2.36)
C (-1.26, 3.42, 2.71)
C (-2.55, 3.66, 2.41)
C (-3.47, 2.86, 1.66)
C (-3.33, 1.57, 1.20)
O (-4.21, 0.99, 0.33)
C (-5.14, 1.82, -0.36)
H (-1.54, -2.47, 4.22)
H (-3.05, -3.20, 4.82)
H (-3.10, -1.72, 3.82)
H (-3.96, -5.64, 3.24)
H (-6.21, -6.14, 2.31)
H (-7.33, -4.49, 0.85)
H (-6.19, -2.36, 0.29)
H (-4.37, -0.73, 1.19)
H (-2.75, -3.33, -0.04)
H (2.24, -1.68, -1.24)
H (2.43, -3.93, -2.18)
H (0.54, -5.52, -2.06)
H (-2.78, -6.65, -1.23)
H (-1.04, -6.80, -0.92)
H (-1.62, -6.23, -2.51)
H (0.27, 1.96, 3.05)
H (-0.71, 4.15, 3.28)
H (-2.95, 4.61, 2.75)
H (-4.38, 3.37, 1.37)
H (-5.59, 1.19, -1.12)
H (-4.62, 2.66, -0.83)
H (-5.92, 2.19, 0.31)
C (0.44, 3.10, -2.48)
C (0.24, 2.30, -1.24)
N (0.07, 0.99, -1.29)
O (0.07, 0.40, -2.53)
C (0.13, 2.85, 0.09)
C (0.23, 4.33, 0.31)
N (-0.07, 1.95, 1.00)
O (-1.46, 1.04, 2.58)
H (1.44, 2.94, -2.91)
H (0.35, 4.17, -2.28)
H (-0.30, 2.84, -3.23)
H (0.64, 0.92, -3.11)
H (1.01, 4.74, -0.33)
H (0.50, 4.55, 1.34)
H (-0.70, 4.84, 0.08)
C (3.30, -1.82, 1.93)
S (2.34, -0.35, 1.90)
O (2.25, 0.09, 0.46)
O (2.89, 0.61, 2.80)
O (0.92, -0.74, 2.22)
H (3.30, -2.19, 2.96)
H (4.30, -1.56, 1.62)
H (2.84, -2.54, 1.26)

Summary:
Total charge: +1
Molecular weight: 776.877 Da
E_HOMO (alpha / beta): -0.350 / -0.350 Eh
Spin multiplicity: 1
Largest force on an atom: 1.90 eV/Å
Gap between HOMO and LUMO (alpha / beta): 4.7186 / 4.7135 eV

Löwdin atomic charge list, values in e, 6 entries: atom 1 (Os): 1.460, atom 2 (C): -0.036, atom 3 (O): -0.098, atom 4 (C): -0.257, atom 5 (C): 0.015, atom 6 (C): -0.063


Record 2
Formula: C5H8O
Source: the OMol25 dataset
Level of theory: wB97M-V/def2-TZVPD

Geometry (Å):
C (-1.82, 1.21, -1.24)
C (-1.28, 0.96, -0.05)
C (0.10, 0.58, 0.15)
C (1.25, 0.70, -0.42)
H (-1.28, 1.05, -2.16)
H (-2.86, 1.49, -1.33)
H (-1.89, 1.04, 0.85)
H (0.14, -0.49, 0.86)
H (1.97, -0.21, -0.10)
H (1.56, 1.40, -1.18)
C (0.96, -1.83, 1.15)
O (2.11, -1.54, 0.72)
H (0.76, -1.91, 2.23)
H (0.29, -2.44, 0.51)

Summary:
Molecular weight: 84.118 Da
E_HOMO: -0.346 Eh
Energy above the lowest of the compared OMol25 structures with the same formula, charge and spin: 408.5 kJ/mol
SMILES string: C=CC=C.C=O
Spin multiplicity: 1
Largest force on an atom: 3.50 eV/Å
Gap between HOMO and LUMO: 9.6912 eV

Löwdin atomic charge list, values in e, 6 entries: atom 1 (C): 0.022, atom 2 (C): -0.194, atom 3 (C): -0.202, atom 4 (C): 0.028, atom 5 (H): 0.062, atom 6 (H): 0.053


Record 3
Formula: C6H16N2OS
Source: the OMol25 dataset
Level of theory: wB97M-V/def2-TZVPD

Geometry (Å):
C (-3.45, -0.64, 0.03)
C (0.95, -1.48, 2.07)
C (-0.31, -1.88, 0.00)
C (2.65, 1.77, 0.10)
C (0.71, 0.35, 0.48)
C (0.30, -1.00, 0.81)
N (-2.93, 1.00, -1.84)
N (2.13, 0.45, 0.30)
O (-2.46, 1.74, 0.64)
S (-2.21, 0.64, -0.21)
H (-3.42, -1.35, -0.69)
H (-3.09, -1.09, 0.93)
H (0.90, -2.55, 2.33)
H (0.42, -1.14, 3.02)
H (2.04, -1.16, 1.94)
H (-4.44, -0.33, 0.21)
H (-0.62, -2.82, 0.40)
H (-0.75, -1.53, -0.87)
H (3.75, 1.63, 0.14)
H (2.29, 2.35, -0.76)
H (2.40, 2.29, 1.00)
H (0.14, 0.82, -0.30)
H (0.37, 0.90, 1.37)
H (-2.12, 1.55, -2.13)
H (-3.66, 1.72, -1.57)
H (2.09, -0.02, -0.59)

Summary:
Molecular weight: 164.274 Da
E_HOMO: -0.328 Eh
Energy above the lowest of the compared OMol25 structures with the same formula, charge and spin: 27.7 kJ/mol
Spin multiplicity: 1
Largest force on an atom: 5.21 eV/Å
Gap between HOMO and LUMO: 9.5330 eV

Löwdin atomic charge list, values in e, 6 entries: atom 1 (C): -0.236, atom 2 (C): -0.078, atom 3 (C): 0.041, atom 4 (C): -0.134, atom 5 (C): -0.316, atom 6 (C): -0.403


Record 4
Formula: C4H8Cl4F8Mg2N4O16S8
Source: the OMol25 dataset
Level of theory: wB97M-V/def2-TZVPD

Geometry (Å):
Mg (-1.28, -0.65, 0.74)
Mg (-1.36, 1.92, -2.81)
N (0.09, 2.50, -1.91)
S (0.88, 1.79, -0.51)
O (2.33, 1.67, -0.41)
O (0.04, 0.78, 0.16)
F (0.58, 2.94, 0.53)
S (1.47, 2.87, -2.53)
O (2.21, 1.78, -3.17)
O (2.16, 3.92, -1.78)
F (0.97, 3.76, -3.85)
N (-2.85, 0.09, 0.29)
S (-3.42, 1.60, -0.25)
O (-4.72, 2.14, 0.17)
O (-2.85, 1.96, -1.54)
F (-2.48, 2.38, 0.81)
S (-4.21, -0.55, 0.21)
O (-4.72, -0.76, -1.13)
O (-5.14, -0.41, 1.35)
F (-3.42, -1.94, 0.50)
N (-0.31, -1.92, 1.65)
S (-1.05, -3.39, 2.18)
O (-0.77, -4.03, 3.47)
O (-1.55, -4.20, 1.12)
F (-2.32, -2.43, 2.64)
S (0.97, -2.24, 2.42)
O (1.68, -3.50, 2.10)
O (1.03, -1.77, 3.76)
F (1.85, -1.22, 1.57)
N (-1.50, 0.16, -3.15)
S (-0.51, -1.22, -2.62)
O (-0.11, -2.27, -3.58)
O (-0.84, -1.74, -1.24)
F (0.75, -0.33, -2.36)
S (-2.26, -0.68, -4.24)
O (-3.00, -1.85, -3.71)
O (-1.62, -0.72, -5.56)
F (-3.51, 0.36, -4.40)
Cl (6.19, -2.65, 0.60)
C (5.82, -2.26, -1.13)
C (4.83, -1.15, -1.25)
Cl (3.11, -1.44, -1.01)
H (5.29, -3.08, -1.62)
H (6.76, -2.17, -1.69)
H (4.95, -0.80, -2.28)
H (5.18, -0.44, -0.51)
Cl (1.52, 2.50, 3.43)
C (0.20, 2.54, 4.63)
C (-1.20, 2.36, 4.06)
Cl (-1.27, 0.83, 3.25)
H (0.30, 3.56, 5.02)
H (0.41, 1.81, 5.41)
H (-1.36, 3.13, 3.30)
H (-1.91, 2.45, 4.89)

Summary:
Molecular weight: 967.062 Da
E_HOMO: -0.391 Eh
Energy above the lowest of the compared OMol25 structures with the same formula, charge and spin: 63.7 kJ/mol
Spin multiplicity: 1
Largest force on an atom: 11.65 eV/Å
Gap between HOMO and LUMO: 7.7801 eV

Löwdin atomic charge list, values in e, 6 entries: atom 1 (Mg): 0.473, atom 2 (Mg): 0.780, atom 3 (N): -0.317, atom 4 (S): 0.680, atom 5 (O): -0.196, atom 6 (O): -0.332


Record 5
Formula: C30H29N7O6STc
Source: the OMol25 dataset
Level of theory: wB97M-V/def2-TZVPD

Geometry (Å):
Tc (-0.94, -0.37, -0.64)
N (-3.14, 3.55, -2.04)
C (-2.64, 2.35, -1.65)
S (-2.22, 1.28, -2.92)
N (-2.56, 2.18, -0.36)
N (-1.94, 1.15, 0.24)
C (-2.08, 1.24, 1.56)
C (-1.68, 0.31, 2.54)
C (-1.55, 0.75, 3.87)
C (-1.19, -0.09, 4.88)
C (-1.01, -1.45, 4.61)
C (-1.16, -1.94, 3.34)
C (-1.48, -1.09, 2.25)
O (-1.59, -1.55, 1.07)
H (-3.42, 3.66, -3.00)
H (-3.54, 4.14, -1.34)
H (-2.55, 2.16, 1.91)
H (-1.72, 1.80, 4.07)
H (-1.05, 0.28, 5.89)
H (-0.74, -2.13, 5.42)
H (-1.05, -2.99, 3.13)
O (-2.77, -1.00, -1.44)
C (-3.07, -2.12, -1.85)
C (-2.20, -3.22, -2.16)
C (-2.75, -4.40, -2.67)
C (-1.95, -5.48, -2.97)
C (-0.55, -5.42, -2.77)
C (0.01, -4.28, -2.27)
C (-0.78, -3.13, -1.94)
O (-0.20, -2.11, -1.47)
N (-2.53, -6.66, -3.51)
O (-1.79, -7.60, -3.76)
O (-3.74, -6.67, -3.68)
H (-4.13, -2.32, -2.02)
H (-3.81, -4.46, -2.84)
H (0.04, -6.28, -3.02)
H (1.08, -4.22, -2.11)
N (4.45, -1.80, 3.77)
C (3.85, -0.60, 3.56)
O (4.18, 0.40, 4.15)
C (2.77, -0.58, 2.53)
C (2.05, 0.61, 2.37)
C (1.08, 0.71, 1.40)
N (0.76, -0.29, 0.57)
C (1.44, -1.44, 0.72)
C (2.44, -1.62, 1.66)
H (5.19, -1.83, 4.44)
H (4.16, -2.64, 3.31)
H (2.29, 1.44, 3.02)
H (0.55, 1.63, 1.27)
H (1.18, -2.24, 0.05)
H (2.94, -2.57, 1.68)
C (2.14, 3.84, 0.63)
N (1.13, 4.34, -0.28)
C (0.46, 5.52, 0.20)
C (0.20, 3.33, -0.75)
C (0.85, 2.29, -1.64)
C (1.87, 2.80, -2.43)
C (2.54, 2.03, -3.35)
C (2.14, 0.72, -3.53)
C (1.11, 0.21, -2.77)
C (0.44, 0.96, -1.80)
H (2.93, 4.58, 0.72)
H (2.57, 2.93, 0.23)
H (1.74, 3.63, 1.64)
H (1.20, 6.24, 0.55)
H (-0.23, 5.32, 1.03)
H (-0.10, 5.97, -0.61)
H (-0.55, 3.85, -1.36)
H (-0.35, 2.88, 0.09)
H (2.14, 3.83, -2.29)
H (3.35, 2.45, -3.94)
H (2.63, 0.09, -4.26)
H (0.82, -0.82, -2.96)

Summary:
Molecular weight: 713.672 Da
E_HOMO (alpha / beta): -0.276 / -0.283 Eh
Energy above the lowest of the compared OMol25 structures with the same formula, charge and spin: 0.0 kJ/mol
Spin multiplicity: 2
Largest force on an atom: 2.53 eV/Å
Gap between HOMO and LUMO (alpha / beta): 5.6418 / 6.4165 eV

Löwdin atomic charge list, values in e, 6 entries: atom 1 (Tc): 1.531, atom 2 (N): 0.061, atom 3 (C): -0.885, atom 4 (S): 0.790, atom 5 (N): -0.034, atom 6 (N): -0.169


Record 6
Formula: C35H31BrN7O2PtSe
Source: the OMol25 dataset
Level of theory: wB97M-V/def2-TZVPD

Geometry (Å):
Pt (-1.36, 0.90, 0.81)
O (-4.68, 1.96, -1.19)
C (-5.24, 0.85, -0.65)
C (-6.12, 0.14, -1.46)
C (-6.76, -0.99, -0.98)
C (-6.53, -1.42, 0.32)
C (-5.64, -0.72, 1.12)
C (-4.98, 0.42, 0.65)
C (-4.06, 1.19, 1.59)
O (-3.04, 1.92, 0.90)
N (-3.45, 0.34, 2.61)
N (-2.28, -0.31, 2.23)
C (-2.32, -1.00, 1.07)
C (-1.19, -1.89, 0.74)
Br (0.46, -0.85, 0.84)
C (-1.20, -3.12, 0.26)
C (-0.05, -3.93, -0.15)
C (1.08, -4.06, 0.67)
C (2.15, -4.84, 0.26)
C (2.11, -5.50, -0.96)
C (0.99, -5.39, -1.77)
C (-0.09, -4.61, -1.37)
H (-3.98, 2.26, -0.58)
H (-6.30, 0.50, -2.46)
H (-7.45, -1.52, -1.61)
H (-7.03, -2.29, 0.71)
H (-5.46, -1.04, 2.14)
H (-4.64, 1.93, 2.14)
H (-3.21, 0.88, 3.43)
H (-3.25, -1.18, 0.55)
H (-2.19, -3.56, 0.14)
H (1.10, -3.57, 1.63)
H (3.01, -4.94, 0.91)
H (2.94, -6.12, -1.26)
H (0.95, -5.92, -2.71)
H (-0.97, -4.54, -2.00)
C (-0.62, 4.24, -1.83)
C (-1.00, 3.43, -0.78)
N (-0.73, 2.12, -0.78)
C (-0.09, 1.58, -1.82)
C (0.35, 2.32, -2.90)
C (0.07, 3.68, -2.90)
C (1.01, 1.67, -4.05)
C (1.75, 0.57, -4.04)
C (2.17, -0.23, -2.87)
C (2.14, -1.62, -2.93)
C (2.52, -2.32, -1.80)
N (2.95, -1.70, -0.70)
C (2.97, -0.37, -0.75)
N (2.58, 0.40, -1.76)
H (-0.86, 5.29, -1.81)
H (-1.53, 3.81, 0.09)
H (0.05, 0.51, -1.79)
H (0.37, 4.30, -3.74)
H (0.82, 2.14, -5.01)
H (2.08, 0.18, -5.00)
H (1.81, -2.14, -3.82)
H (2.49, -3.40, -1.77)
H (3.34, 0.14, 0.13)
C (2.34, 3.79, 1.00)
N (2.37, 2.71, 1.97)
C (1.34, 2.27, 2.71)
Se (-0.40, 2.88, 2.73)
N (1.81, 1.26, 3.47)
C (3.16, 1.05, 3.24)
C (4.08, 0.15, 3.76)
C (5.37, 0.22, 3.27)
C (5.73, 1.16, 2.30)
C (4.81, 2.06, 1.78)
C (3.52, 1.98, 2.27)
H (1.31, 4.14, 0.92)
H (2.68, 3.42, 0.03)
H (2.97, 4.61, 1.33)
H (1.22, 0.79, 4.14)
H (3.80, -0.58, 4.51)
H (6.12, -0.47, 3.64)
H (6.75, 1.19, 1.94)
H (5.10, 2.79, 1.03)

Summary:
Total charge: +1
Molecular weight: 935.622 Da
E_HOMO: -0.375 Eh
Energy above the lowest of the compared OMol25 structures with the same formula, charge and spin: 119.3 kJ/mol
Spin multiplicity: 1
Largest force on an atom: 0.62 eV/Å
Gap between HOMO and LUMO: 7.1365 eV

Löwdin atomic charge list, values in e, 6 entries: atom 1 (Pt): 0.963, atom 2 (O): 0.057, atom 3 (C): -0.266, atom 4 (C): -0.007, atom 5 (C): -0.076, atom 6 (C): -0.086


Record 7
Formula: C41H51LaN13O4S2
Source: the OMol25 dataset
Level of theory: wB97M-V/def2-TZVPD

Geometry (Å):
La (0.46, -0.69, 0.44)
C (1.12, 2.36, 1.78)
N (0.59, 1.90, 3.00)
C (0.91, 2.58, 4.24)
C (-0.18, 1.99, 5.20)
N (-1.10, 1.28, 4.35)
C (-1.62, 0.00, 4.94)
C (-0.62, 1.21, 3.04)
N (-1.12, 0.64, 2.00)
C (-2.56, 0.45, 1.92)
C (-2.86, -0.88, 1.22)
N (-2.14, -0.93, -0.07)
C (-2.80, -0.53, -1.10)
N (-2.42, -0.82, -2.33)
C (-1.31, -1.69, -2.71)
C (-3.03, 0.07, -3.32)
C (-4.25, 0.51, -2.58)
N (-3.87, 0.34, -1.14)
C (-4.93, 0.67, -0.23)
H (1.20, 3.47, 1.85)
H (0.55, 2.02, 0.95)
H (2.17, 2.08, 1.61)
H (0.87, 3.64, 4.09)
H (1.87, 2.31, 4.71)
H (-0.70, 2.74, 5.73)
H (0.27, 1.31, 5.95)
H (-2.74, 0.01, 5.18)
H (-1.07, -0.23, 5.82)
H (-1.39, -0.83, 4.27)
H (-2.97, 1.20, 1.29)
H (-3.10, 0.48, 2.87)
H (-3.94, -1.02, 1.09)
H (-2.47, -1.60, 1.90)
H (-1.15, -2.49, -1.96)
H (-0.42, -1.05, -2.71)
H (-1.46, -2.22, -3.67)
H (-3.25, -0.49, -4.20)
H (-2.33, 0.85, -3.59)
H (-5.14, -0.10, -2.85)
H (-4.42, 1.55, -2.78)
H (-5.64, -0.13, -0.06)
H (-5.59, 1.46, -0.67)
H (-4.58, 1.07, 0.71)
C (-2.62, -2.54, -7.49)
O (-3.28, -1.38, -6.95)
C (-2.41, -0.36, -6.80)
C (-3.04, 0.90, -6.68)
C (-2.30, 2.02, -6.48)
C (-0.92, 1.98, -6.42)
C (-0.30, 0.77, -6.57)
C (-1.03, -0.41, -6.78)
N (-0.20, 3.28, -6.33)
N (0.73, 3.39, -5.57)
C (1.09, 2.42, -4.55)
C (2.34, 1.87, -4.48)
C (2.67, 1.03, -3.45)
C (1.78, 0.75, -2.36)
O (1.95, -0.21, -1.51)
C (0.61, 1.53, -2.35)
N (-0.20, 1.29, -1.26)
C (-1.26, 2.13, -1.18)
C (-1.63, 3.05, -2.14)
C (-0.84, 3.21, -3.21)
C (0.28, 2.39, -3.41)
H (-3.43, -3.11, -7.91)
H (-2.09, -3.15, -6.78)
H (-1.91, -2.23, -8.31)
H (-4.09, 0.89, -6.74)
H (-2.96, 2.92, -6.33)
H (0.76, 0.75, -6.59)
H (-0.53, -1.36, -6.92)
H (3.16, 2.04, -5.09)
H (3.64, 0.51, -3.41)
H (-1.86, 1.99, -0.28)
H (-2.60, 3.53, -2.08)
H (-1.20, 3.91, -4.00)
C (4.60, 2.59, 6.99)
C (4.23, 1.63, 5.91)
C (4.64, 1.88, 4.60)
C (4.32, 1.06, 3.56)
C (3.49, -0.04, 3.82)
C (3.03, -0.31, 5.15)
C (3.48, 0.48, 6.16)
S (2.87, -1.12, 2.56)
O (3.64, -2.32, 2.39)
O (2.88, -0.21, 1.42)
N (1.34, -1.39, 2.83)
C (0.81, -2.68, 2.97)
C (1.36, -3.69, 3.86)
C (0.66, -4.86, 3.98)
C (-0.45, -5.11, 3.15)
C (-0.93, -4.11, 2.37)
N (-0.35, -2.91, 2.32)
H (5.54, 3.09, 6.65)
H (4.72, 1.98, 7.85)
H (3.86, 3.39, 7.08)
H (5.38, 2.66, 4.49)
H (4.71, 1.17, 2.58)
H (2.43, -1.22, 5.32)
H (3.27, 0.20, 7.20)
H (2.20, -3.46, 4.45)
H (0.92, -5.66, 4.70)
H (-0.95, -6.05, 3.25)
H (-1.76, -4.28, 1.65)
N (3.89, -4.34, 0.20)
C (3.19, -3.37, -0.39)
N (3.85, -2.42, -1.11)
S (1.51, -3.46, -0.20)
H (4.90, -4.28, 0.32)
H (3.40, -5.03, 0.76)
H (4.83, -2.41, -1.20)
H (3.28, -1.67, -1.42)

Summary:
Total charge: +1
Molecular weight: 992.986 Da
E_HOMO: -0.336 Eh
Energy above the lowest of the compared OMol25 structures with the same formula, charge and spin: 180.0 kJ/mol
Spin multiplicity: 1
Largest force on an atom: 3.17 eV/Å
Gap between HOMO and LUMO: 6.8633 eV

Löwdin atomic charge list, values in e, 6 entries: atom 1 (La): 1.949, atom 2 (C): -0.067, atom 3 (N): -0.091, atom 4 (C): -0.067, atom 5 (C): -0.106, atom 6 (N): -0.063


Record 8
Formula: C12H24F5NO5PS
Source: the OMol25 dataset
Level of theory: wB97M-V/def2-TZVPD

Geometry (Å):
C (3.04, -1.01, 2.05)
C (2.18, -2.19, 1.52)
C (1.38, -1.87, 0.23)
O (-0.03, -1.90, 0.57)
C (-0.83, -1.22, -0.35)
P (-2.04, -0.17, 0.60)
O (-1.85, -0.48, 2.16)
N (-3.61, -0.38, 0.13)
C (-4.35, -1.42, 0.92)
C (-5.06, -0.87, 2.16)
S (-1.61, 1.94, 0.29)
O (-1.36, 2.02, -1.10)
O (-2.68, 2.79, 0.68)
C (0.00, 2.31, 1.15)
F (0.66, 1.14, 1.19)
F (0.74, 3.12, 0.45)
C (-0.12, 2.86, 2.63)
F (0.76, 2.18, 3.36)
F (0.26, 4.10, 2.67)
F (-1.29, 2.66, 3.16)
H (4.10, -1.27, 1.96)
H (2.91, -0.07, 1.50)
H (2.86, -0.80, 3.10)
H (1.46, -2.47, 2.29)
H (2.86, -3.01, 1.30)
H (1.71, -0.90, -0.16)
H (1.62, -2.65, -0.51)
H (-1.43, -1.95, -0.92)
H (-0.26, -0.59, -1.05)
H (-1.87, -1.45, 2.25)
H (-4.15, 0.49, 0.20)
H (-3.72, -2.28, 1.19)
H (-5.12, -1.81, 0.25)
H (-5.79, -0.09, 1.91)
H (-4.35, -0.53, 2.92)
H (-5.65, -1.69, 2.60)
C (2.49, 1.63, -3.20)
C (3.07, 0.57, -4.13)
C (2.74, -0.72, -3.38)
O (1.52, -0.47, -2.66)
C (1.23, 0.94, -2.69)
H (2.28, 2.58, -3.70)
H (3.17, 1.82, -2.38)
H (2.55, 0.59, -5.09)
H (4.14, 0.68, -4.31)
H (3.51, -0.97, -2.65)
H (2.60, -1.57, -4.05)
H (0.39, 1.10, -3.37)
H (0.95, 1.27, -1.69)

Summary:
Total charge: +1
Molecular weight: 420.357 Da
E_HOMO: -0.450 Eh
Spin multiplicity: 1
Largest force on an atom: 2.48 eV/Å
Gap between HOMO and LUMO: 7.9751 eV

Löwdin atomic charge list, values in e, 6 entries: atom 1 (C): -0.090, atom 2 (C): -0.184, atom 3 (C): -0.183, atom 4 (O): -0.180, atom 5 (C): -0.233, atom 6 (P): 0.890